1.
DFT (the ωB97M-V functional and the def2-TZVPD basis) results for C41H36IrN3O6P2S as an isolated structure.

2S+1: 6
Orbital gap (spin up / spin down) in eV: 6.356 / 6.415
Highest occupied orbital energy (spin up / spin down) in eV: -9.138 / -11.331
Net charge: +1
M in Da: 952.99
LUMO (spin up / spin down) in eV: -2.78 / -4.92

Cartesian coordinates (Å):
Ir  0.40  -0.09  -0.32
O  -2.26  -1.17  3.60
C  -1.56  -0.60  2.65
O  -1.69  -1.26  1.39
C  -0.77  0.55  2.75
C  -0.78  1.28  3.97
C  0.00  2.40  4.08
C  0.81  2.79  3.01
C  0.80  2.01  1.86
N  0.03  0.94  1.71
C  1.76  2.33  0.72
O  2.40  3.36  0.77
O  1.85  1.43  -0.21
H  -1.40  0.93  4.78
H  0.00  2.97  5.00
H  1.45  3.66  3.05
N  0.77  -2.89  -1.55
P  1.22  -2.36  -0.01
C  3.02  -2.50  0.10
C  3.63  -3.73  -0.11
C  5.01  -3.83  -0.05
C  5.78  -2.71  0.22
C  5.17  -1.48  0.44
C  3.79  -1.37  0.37
C  0.61  -3.58  1.17
C  0.08  -4.81  0.79
C  -0.36  -5.70  1.76
C  -0.29  -5.36  3.10
C  0.24  -4.13  3.49
C  0.68  -3.24  2.53
P  0.24  -1.50  -2.43
C  1.06  -1.69  -4.03
C  0.45  -2.27  -5.14
C  1.16  -2.40  -6.32
C  2.48  -1.96  -6.40
C  3.09  -1.37  -5.30
C  2.38  -1.23  -4.12
C  -1.52  -1.80  -2.77
C  -2.22  -2.87  -2.25
C  -3.59  -2.97  -2.46
C  -4.26  -2.00  -3.19
C  -3.56  -0.92  -3.71
C  -2.20  -0.81  -3.50
H  1.33  -3.58  -2.04
H  3.04  -4.62  -0.30
H  5.49  -4.79  -0.22
H  6.86  -2.79  0.28
H  5.77  -0.60  0.64
H  3.31  -0.41  0.50
H  0.00  -5.06  -0.26
H  -0.77  -6.66  1.47
H  -0.64  -6.05  3.85
H  0.29  -3.87  4.54
H  1.10  -2.28  2.82
H  -0.57  -2.62  -5.08
H  0.69  -2.85  -7.18
H  3.02  -2.06  -7.33
H  4.11  -1.02  -5.36
H  2.85  -0.76  -3.26
H  -1.70  -3.63  -1.67
H  -4.14  -3.81  -2.05
H  -5.33  -2.08  -3.35
H  -4.08  -0.15  -4.28
H  -1.65  0.03  -3.90
O  -3.11  -3.67  3.59
S  -3.30  -2.43  2.89
N  -2.31  -2.45  1.52
C  -6.48  5.04  -2.24
C  -5.46  4.01  -1.85
C  -5.85  2.75  -1.41
C  -4.93  1.78  -1.07
C  -5.43  0.44  -0.58
C  -3.55  2.08  -1.18
C  -2.61  1.01  -0.94
O  -1.40  1.07  -1.13
C  -3.13  3.37  -1.59
C  -1.69  3.77  -1.67
C  -4.10  4.30  -1.91
H  -7.49  4.64  -2.21
H  -6.28  5.41  -3.25
H  -6.43  5.90  -1.57
H  -6.91  2.52  -1.33
H  -6.52  0.46  -0.50
H  -5.03  0.20  0.41
H  -5.16  -0.37  -1.26
H  -3.04  0.06  -0.60
H  -1.14  3.51  -0.77
H  -1.60  4.84  -1.83
H  -1.18  3.26  -2.49
H  -3.79  5.29  -2.22


2.
DFT (the ωB97M-V functional and the def2-TZVPD basis) results for C41H37BeBrCl2CsF10N4NaO18S as an isolated structure at a distorted geometry.

Orbital gap in eV: 1.201
Highest occupied orbital energy in eV: -5.933
M in Da: 1411.52
LUMO in eV: -4.73

Cartesian coordinates (Å):
C  -6.34  7.31  -1.50
C  -5.90  6.68  -0.17
O  -6.98  6.04  0.48
C  -5.37  7.75  0.77
N  -5.11  7.26  2.11
C  -3.70  7.21  2.50
C  -3.11  5.82  2.34
O  -2.91  5.21  3.62
C  -3.53  4.02  3.79
C  -4.85  3.91  3.93
C  -5.45  2.57  4.09
O  -6.45  2.39  4.71
C  -4.70  1.46  3.40
C  -5.27  0.31  2.85
Cl  -7.01  0.05  2.95
C  -4.54  -0.67  2.18
C  -3.15  -0.49  2.11
S  -2.27  -1.77  1.23
O  -2.51  -1.56  -0.16
O  -2.58  -3.05  1.77
C  -0.50  -1.42  1.60
F  -0.21  -0.18  1.16
F  -0.38  -1.43  2.94
C  0.56  -2.42  1.03
F  1.71  -1.71  1.02
F  0.71  -3.44  1.85
C  0.37  -2.94  -0.42
F  -0.61  -3.81  -0.49
F  1.50  -3.52  -0.77
F  0.15  -1.93  -1.25
C  -2.52  0.63  2.66
C  -3.32  1.60  3.28
C  -2.67  2.82  3.81
O  -1.54  2.84  4.18
H  -6.07  6.68  -2.34
H  -5.88  8.29  -1.63
H  -7.42  7.42  -1.51
H  -5.08  5.98  -0.37
H  -7.19  5.23  0.00
H  -6.13  8.53  0.81
H  -4.49  8.20  0.30
H  -5.57  7.90  2.77
H  -3.61  7.47  3.55
H  -3.08  7.91  1.93
H  -3.79  5.23  1.72
H  -2.14  5.83  1.84
H  -5.50  4.77  3.93
H  -5.04  -1.54  1.75
H  -1.46  0.78  2.59
C  2.12  -7.24  0.15
O  2.32  -7.44  -1.07
O  1.13  -6.27  0.42
O  2.67  -7.76  1.13
H  0.89  -6.06  -0.50
C  7.24  8.71  2.84
N  5.91  8.88  2.27
C  4.96  9.62  2.95
C  3.73  9.83  2.43
C  3.37  9.30  1.15
C  4.39  8.52  0.47
C  5.59  8.32  1.03
C  2.11  9.53  0.54
C  2.02  10.17  -0.74
C  0.82  10.37  -1.32
N  -0.35  9.97  -0.73
C  -0.31  9.38  0.50
C  0.86  9.16  1.14
C  -1.64  10.15  -1.39
H  7.17  8.25  3.83
H  7.73  9.68  2.93
H  7.83  8.06  2.20
H  5.25  10.03  3.91
H  3.02  10.42  2.99
H  4.19  8.07  -0.49
H  6.35  7.74  0.53
H  2.91  10.50  -1.24
H  0.72  10.85  -2.29
H  -1.26  9.09  0.92
H  0.84  8.67  2.11
H  -2.30  10.74  -0.76
H  -2.08  9.17  -1.59
H  -1.49  10.67  -2.33
Br  -6.84  -1.00  5.17
C  3.43  -10.40  -0.99
C  2.04  -10.86  -1.32
O  2.03  -11.94  -2.29
C  2.25  -13.15  -1.83
O  2.41  -13.50  -0.70
C  2.13  -14.13  -3.01
F  2.75  -13.70  -4.13
F  0.83  -14.28  -3.32
F  2.62  -15.35  -2.76
H  3.97  -10.12  -1.89
H  3.38  -9.54  -0.33
H  4.00  -11.19  -0.50
H  1.48  -10.05  -1.79
H  1.48  -11.16  -0.43
Cl  5.48  -14.42  -2.05
Be  -7.42  7.94  3.72
C  7.38  -13.72  -8.25
C  6.13  -14.31  -8.64
C  5.02  -14.20  -7.62
O  3.90  -14.59  -7.83
C  5.36  -13.62  -6.33
C  6.62  -13.03  -5.93
C  7.70  -13.04  -7.00
O  8.78  -12.53  -6.85
O  6.84  -12.55  -4.85
O  5.94  -14.86  -9.71
H  8.21  -13.76  -8.95
H  4.54  -13.62  -5.62
Na  5.00  -16.13  -3.63
Cs  3.24  7.90  3.40
N  -6.61  -3.61  1.33
O  -6.41  -3.82  2.54
O  -7.15  -4.45  0.62
O  -6.26  -2.50  0.86